# 1
{
  "formula": "C5H7N3",
  "method": "ωB97M-V with the def2-TZVPD basis set",
  "lumo_ev": [0.5, -1.7],
  "total_charge": 0,
  "s2": 2.051,
  "de_lowest_ev": 4.666,
  "gap_ev": [6.93, 8.17],
  "molar_mass_g_mol": 109.13,
  "spin_multiplicity": 3,
  "elements": ["C", "C", "C", "C", "C", "N", "N", "N", "H", "H", "H", "H", "H", "H", "H"],
  "positions_angstrom": [[-1.7056, 2.3543, 0.0919], [-1.6842, 1.1933, -0.5328], [-0.6227, 0.3319, -0.6946], [-0.3822, -0.3733, -1.9313], [1.2602, 0.3625, 2.3944], [0.0346, 2.1797, 1.4053], [0.3749, 0.2583, 0.1370], [0.4268, 1.0308, 1.3076], [-2.5375, 0.9886, -1.1929], [0.5472, 0.1609, -2.1453], [-1.1198, -0.2044, -2.6942], [-0.2912, -1.4875, -1.7929], [1.3500, 1.1824, 3.0877], [0.8494, -0.4644, 2.8899], [2.1929, 0.1943, 1.7740]],
  "forces_ev_per_angstrom": [[-0.06, 0.09, 0.89], [-2.31, 1.44, -0.44], [1.95, 0.10, 2.34], [0.65, -1.57, -0.73], [1.05, 2.85, -2.72], [-2.05, 4.80, -0.17], [0.70, -0.31, 1.03], [0.87, -6.66, -0.88], [-0.07, 0.37, 0.29], [0.20, -1.02, -1.20], [-0.30, 0.27, -0.25], [0.37, 1.17, -0.17], [0.64, 0.06, 0.51], [-0.85, -1.30, 0.06], [-0.79, -0.28, 1.44]],
  "lowdin_spin": [0.302, 0.055, 0.103, 0.020, 0.063, 1.033, 0.037, 0.341, 0.010, 0.006, 0.001, 0.006, 0.004, 0.010, 0.008]
}

***

# 2
{
  "formula": "C5H7N3O",
  "method": "ωB97M-V with the def2-TZVPD basis set",
  "lumo_ev": 0.9,
  "total_charge": 0,
  "de_lowest_ev": 3.863,
  "gap_ev": 9.60,
  "molar_mass_g_mol": 125.13,
  "spin_multiplicity": 1,
  "elements": ["N", "C", "C", "N", "N", "C", "O", "C", "C", "H", "H", "H", "H", "H", "H", "H"],
  "positions_angstrom": [[-0.4962, 2.5041, 0.0887], [0.0108, 1.2936, 0.6452], [1.4919, 0.7129, 0.2219], [0.7662, -0.3317, -0.5710], [0.8048, -1.8044, -0.5870], [-0.4968, -2.0550, -0.4751], [-0.7620, -3.3798, -0.5244], [-1.3736, -0.9908, -0.1424], [-0.4815, 0.0540, -0.1483], [-0.1530, 3.5047, 0.2918], [-0.8766, 2.2380, -0.9579], [-0.2578, 1.2629, 1.7399], [2.0453, 1.5085, -0.3079], [2.0029, 0.1613, 1.0096], [0.1779, -3.9027, -0.4831], [-2.4024, -0.7755, 0.1999]],
  "forces_ev_per_angstrom": [[-1.30, 0.86, -3.56], [0.30, -0.67, -0.02], [-1.45, 0.07, 0.77], [-1.03, -1.07, 0.58], [-0.75, 3.71, -0.52], [1.52, -2.10, 0.52], [1.88, -1.95, 0.20], [-0.08, 1.64, 0.29], [1.28, 0.02, 0.41], [-0.50, -2.72, -0.61], [1.58, 1.93, 3.53], [0.68, -0.37, -1.00], [0.12, -0.96, -0.06], [0.36, 0.68, 0.20], [-3.29, 2.18, -0.29], [0.68, -1.24, -0.44]],
  "lowdin_charge": [-0.027, -0.304, -0.030, -0.068, 0.134, -0.452, 0.002, 0.050, -0.239, 0.108, 0.154, 0.146, 0.106, 0.106, 0.191, 0.122]
}

***

# 3
{
  "formula": "C5H7N3O",
  "method": "ωB97M-V with the def2-TZVPD basis set",
  "lumo_ev": 0.3,
  "total_charge": 0,
  "de_lowest_ev": 3.393,
  "gap_ev": 8.65,
  "molar_mass_g_mol": 125.13,
  "spin_multiplicity": 1,
  "elements": ["C", "N", "N", "C", "N", "C", "C", "C", "O", "H", "H", "H", "H", "H", "H", "H"],
  "positions_angstrom": [[1.8631, -1.2087, -1.3987], [2.2568, -0.4006, -0.4504], [1.5058, 0.6356, -0.1157], [0.0588, 0.7516, 0.0544], [-0.6286, 1.8020, 0.2403], [-1.9444, 1.3368, 0.5137], [-2.0876, 0.0014, 0.4082], [-0.7998, -0.5693, -0.0198], [-0.3801, -1.6459, 0.7423], [2.5330, -2.0061, -1.6311], [0.8500, -1.3756, -1.8116], [2.0364, 1.2631, 0.4790], [-2.7086, 2.0086, 0.7708], [-2.9330, -0.6564, 0.5928], [-0.9733, -0.8368, -1.0199], [-0.2427, -1.3589, 1.6159]],
  "forces_ev_per_angstrom": [[-0.17, 0.14, 1.90], [-0.22, -2.19, -3.07], [-2.68, 2.65, 1.83], [2.02, -2.63, -1.45], [0.72, 0.19, 0.43], [-0.18, -1.86, -0.30], [-0.75, 1.05, 0.51], [0.23, 1.98, 1.63], [0.39, -1.30, -1.77], [0.59, -0.27, -0.07], [0.56, 0.89, 0.17], [-0.38, 0.06, -0.21], [-0.66, 0.99, 0.25], [-0.03, 0.50, -0.11], [0.34, -0.75, -1.55], [0.24, 0.55, 1.79]],
  "lowdin_charge": [-0.027, -0.047, -0.006, -0.218, 0.113, -0.109, -0.042, -0.353, 0.025, 0.048, 0.071, 0.133, 0.085, 0.116, 0.126, 0.084]
}

***

# 4
{
  "formula": "C5H7N3O",
  "method": "ωB97M-V with the def2-TZVPD basis set",
  "lumo_ev": 0.4,
  "total_charge": 0,
  "de_lowest_ev": 2.585,
  "gap_ev": 8.44,
  "molar_mass_g_mol": 125.13,
  "spin_multiplicity": 1,
  "elements": ["H", "N", "C", "N", "C", "C", "C", "C", "N", "O", "H", "H", "H", "H", "H", "H"],
  "positions_angstrom": [[-0.1260, -1.9650, -1.6033], [0.7314, -1.5704, -1.2559], [0.5609, -0.5982, -0.4452], [1.7447, -0.0135, -0.0014], [1.7975, 1.1264, 0.7509], [0.7327, 1.7934, 1.2018], [-0.5995, 1.2493, 0.9745], [-0.6642, 0.0263, 0.1006], [-1.8994, -0.3251, -0.1354], [-1.9936, -1.3748, -1.0353], [2.5582, -0.5473, -0.0859], [2.8705, 1.3928, 0.8095], [0.8254, 2.7394, 1.6807], [-1.3006, 2.0086, 0.6869], [-0.9719, 0.8027, 1.9387], [-2.9081, -1.6528, -0.8910]],
  "forces_ev_per_angstrom": [[-0.27, -0.02, 0.18], [-0.22, 0.19, 0.15], [1.14, -0.69, -0.66], [-2.10, 0.19, 0.38], [1.32, 0.85, 0.16], [1.53, -0.26, -0.57], [-0.69, -1.59, 1.74], [-2.39, 0.26, -1.14], [2.25, 0.22, 0.00], [-0.64, -0.28, 0.35], [1.07, -0.86, -0.50], [-0.94, 0.57, 0.58], [0.21, 0.42, 0.35], [-0.47, 0.19, -0.34], [0.07, 0.86, -0.37], [0.14, -0.05, -0.31]],
  "lowdin_charge": [0.028, 0.160, -0.329, 0.051, -0.137, -0.115, -0.156, -0.186, 0.055, -0.065, 0.117, 0.129, 0.092, 0.112, 0.141, 0.103]
}

***

# 5
{
  "formula": "C5H7N4",
  "method": "ωB97M-V with the def2-TZVPD basis set",
  "lumo_ev": [-4.2, -7.8],
  "total_charge": 1,
  "s2": 2.017,
  "de_lowest_ev": 1.908,
  "gap_ev": [6.52, 5.86],
  "molar_mass_g_mol": 123.14,
  "spin_multiplicity": 3,
  "elements": ["C", "C", "C", "C", "C", "N", "N", "N", "N", "H", "H", "H", "H", "H", "H", "H"],
  "positions_angstrom": [[-1.5124, 2.4388, 0.8106], [-0.4217, 1.8701, 1.5000], [-1.6485, 1.6583, -0.3046], [2.1185, -1.9092, -0.5966], [-0.2088, -0.4031, -1.1060], [0.0721, 0.8246, 0.8701], [-0.6146, 0.6611, -0.3210], [0.8826, -0.9880, -0.5204], [1.8104, -3.1181, -0.4796], [-2.1473, 3.2588, 1.1037], [0.0658, 2.1493, 2.4397], [-2.3536, 1.7177, -1.0760], [-0.4504, -0.5687, -2.2315], [0.9805, -0.3341, 0.3302], [2.5641, -3.7064, -0.0605], [0.8632, -3.5510, -0.3580]],
  "forces_ev_per_angstrom": [[0.06, -0.83, -0.58], [0.75, -0.41, 0.55], [1.39, -1.11, -0.07], [-5.28, 4.71, -0.37], [-2.16, 0.52, -4.20], [0.28, 0.13, -0.46], [-1.35, 1.95, 1.52], [5.37, -2.37, 2.14], [0.61, -3.77, 1.78], [0.11, -0.02, -0.06], [-0.46, -0.01, -0.44], [-0.70, -0.04, -1.00], [0.21, 0.75, 2.48], [0.79, -0.61, 0.17], [-0.52, 0.14, -1.23], [0.90, 0.97, -0.25]],
  "lowdin_spin": [0.083, 0.132, 0.063, 0.418, 0.543, 0.006, 0.142, 0.482, 0.071, 0.003, 0.006, 0.001, 0.022, 0.010, 0.009, 0.011]
}

***

# 6
{
  "formula": "C5H7NO",
  "method": "ωB97M-V with the def2-TZVPD basis set",
  "lumo_ev": 0.6,
  "total_charge": 0,
  "de_lowest_ev": 5.367,
  "gap_ev": 8.89,
  "molar_mass_g_mol": 97.12,
  "spin_multiplicity": 1,
  "elements": ["C", "C", "C", "C", "C", "N", "O", "H", "H", "H", "H", "H", "H", "H"],
  "positions_angstrom": [[1.5542, 0.2788, -0.0484], [-1.1821, 0.7676, 0.7399], [-0.1486, -1.3691, -0.1236], [-0.5590, 1.1647, -0.5558], [-1.1354, -0.1857, -0.4150], [2.6233, 0.8359, 0.0724], [1.1868, -0.9521, 0.2243], [-0.6715, 0.4481, 1.6056], [-2.0948, 1.1823, 0.9982], [-0.4690, -2.0605, 0.5870], [0.0912, -1.7584, -1.0485], [-0.6411, 1.8139, -1.3746], [-2.1461, -0.4979, -0.8591], [3.5923, 0.3326, 0.1974]],
  "forces_ev_per_angstrom": [[-3.08, 0.94, -0.52], [-0.10, 0.29, -1.24], [0.50, 2.67, -1.63], [3.82, -3.69, 1.95], [-0.97, -1.07, 0.66], [3.54, 0.34, -0.30], [-0.69, -0.10, 0.99], [1.17, 0.19, 0.73], [-1.86, 0.83, 0.29], [-0.59, -1.01, 1.16], [-0.45, -1.84, -2.03], [-0.23, 1.16, -0.38], [1.79, 0.42, 0.40], [-2.84, 0.88, -0.08]],
  "lowdin_charge": [-0.319, -0.138, -0.108, 0.028, -0.274, 0.108, -0.029, 0.094, 0.073, 0.109, 0.094, 0.076, 0.162, 0.123]
}

***

# 7
{
  "formula": "C5H7NO",
  "method": "ωB97M-V with the def2-TZVPD basis set",
  "lumo_ev": -0.3,
  "total_charge": 0,
  "de_lowest_ev": 2.859,
  "gap_ev": 7.61,
  "molar_mass_g_mol": 97.12,
  "spin_multiplicity": 1,
  "elements": ["C", "C", "C", "C", "N", "C", "O", "H", "H", "H", "H", "H", "H", "H"],
  "positions_angstrom": [[-1.3828, -0.4785, 0.5969], [-0.0796, 0.7905, -1.0814], [0.8489, 1.3866, -0.2949], [1.4632, 0.3552, 0.4976], [0.9677, -0.7999, 0.1944], [-0.2280, -0.6726, -0.7597], [-0.4122, -1.5952, -1.5815], [-2.3768, -0.4816, 0.1416], [-1.2622, 0.4119, 1.2450], [-1.2777, -1.3625, 1.2379], [-0.7110, 1.2468, -1.8380], [1.0559, 2.4438, -0.1957], [2.1715, 0.4759, 1.3086], [1.2230, -1.7202, 0.5292]],
  "forces_ev_per_angstrom": [[-0.04, -0.23, -0.32], [-0.03, 0.08, 0.14], [-0.08, -0.02, -0.08], [0.01, -0.19, -0.02], [0.25, 0.13, 0.11], [-0.33, 0.45, 0.65], [-0.36, -0.07, 0.22], [0.21, 0.00, 0.00], [0.13, -0.34, -0.60], [-0.04, 0.03, -0.40], [0.03, 0.00, 0.30], [0.10, -0.17, -0.06], [0.10, 0.07, -0.15], [0.04, 0.25, 0.22]],
  "lowdin_charge": [0.014, 0.033, -0.061, -0.070, 0.123, -0.663, -0.087, 0.061, 0.063, 0.054, 0.132, 0.101, 0.130, 0.169]
}

***

# 8
{
  "formula": "C5H7NO",
  "method": "ωB97M-V with the def2-TZVPD basis set",
  "lumo_ev": 0.9,
  "total_charge": 0,
  "de_lowest_ev": 4.481,
  "gap_ev": 9.28,
  "molar_mass_g_mol": 97.12,
  "spin_multiplicity": 1,
  "elements": ["C", "C", "C", "C", "C", "N", "O", "H", "H", "H", "H", "H", "H", "H"],
  "positions_angstrom": [[0.0018, -0.6822, 1.0259], [-0.6841, -1.2336, -2.1075], [-0.5276, -1.7092, 0.6689], [0.5489, 1.7207, 0.6344], [0.6011, 0.5355, 1.5673], [-0.5570, -0.4566, -2.9902], [-0.9596, -2.8184, 0.1997], [0.7264, 2.6788, 1.3029], [-0.5000, 1.7274, 0.2600], [1.1334, 1.7624, -0.3864], [0.0600, 0.6040, 2.4818], [1.6427, 0.4632, 1.7913], [-1.0850, -2.8317, -0.7718], [-0.4011, 0.2398, -3.6763]],
  "forces_ev_per_angstrom": [[-0.04, -1.23, -0.64], [0.14, 1.49, -2.28], [1.21, 1.81, 0.05], [-1.38, 2.49, -0.71], [0.55, -0.83, -1.09], [-0.25, -1.78, 2.15], [-0.92, -1.78, 0.03], [-0.21, -1.66, -1.79], [0.45, 0.62, 0.29], [-0.43, -0.51, 2.48], [-0.27, 1.25, 0.89], [0.80, -0.89, 0.56], [0.30, 0.72, 0.33], [0.05, 0.29, -0.27]],
  "lowdin_charge": [-0.046, 0.043, -0.251, -0.144, -0.306, 0.104, 0.020, 0.103, 0.062, 0.102, 0.101, 0.093, 0.052, 0.069]
}

***

For reference, DFT total energy by record: -9759.541 -11812.526 -11812.996 -11813.805 -11245.172 -8830.836 -8833.344 -8831.722 eV.